No. 1
Molecular formula: C21H18N6PdS
Method: DFT, ωB97M-V/def2-TZVPD

```
47
Properties=species:S:1:pos:R:3:mulliken_charge:R:1
Pd -0.036 0.792 0.194 0.83
S 0.229 3.808 -0.249 -0.26
N 2.749 0.262 1.092 -0.06
N -0.020 0.194 2.099 -0.47
N -2.051 0.505 0.052 -0.41
N -2.818 0.298 1.166 0.20
N 0.015 1.477 -1.778 -0.55
N 1.930 0.373 0.024 -0.03
C -2.852 0.993 -0.870 -0.27
C 1.050 0.616 2.856 1.37
C -4.116 0.667 0.897 -0.04
C 3.953 -0.244 0.698 -0.06
C 2.382 0.733 2.354 -0.47
C 3.093 1.684 4.480 0.31
C -4.171 1.114 -0.383 -1.00
C -0.679 -1.316 3.830 0.11
C 2.596 -0.065 -1.029 -0.29
C 0.791 1.085 4.171 0.31
C -2.379 -0.460 2.239 0.42
C 3.362 1.241 3.180 -0.55
C 3.889 -0.467 -0.649 -1.04
C -4.034 -2.617 4.881 -1.58
C 1.780 1.604 4.960 -1.17
C -3.319 -1.124 3.009 -0.68
C -1.632 -1.969 4.536 -1.06
C -0.993 -0.502 2.688 0.80
C 0.117 2.541 -1.221 0.55
C 4.178 2.293 5.299 -1.54
C -2.987 -1.864 4.143 0.23
H 3.947 2.252 6.361 0.41
H 0.369 -1.463 4.053 0.61
H -1.364 -2.611 5.364 0.49
H 4.290 3.346 5.024 0.34
H -4.051 -3.647 4.506 0.36
H 4.741 -0.427 1.407 0.47
H -4.357 -1.116 2.709 0.46
H -4.889 0.600 1.642 0.43
H -5.026 -2.195 4.735 0.40
H 1.542 1.991 5.942 0.46
H -0.237 1.106 4.507 0.63
H -5.029 1.490 -0.911 0.45
H 4.657 -0.876 -1.280 0.44
H -2.446 1.246 -1.837 0.56
H 5.135 1.806 5.118 0.41
H 4.372 1.332 2.802 0.59
H -3.804 -2.672 5.944 0.42
H 2.123 -0.063 -1.997 0.50
```

Calculated values
M: 492.90 Da
net charge: +2
spin multiplicity: 1
highest occupied orbital energy: -0.5192 Ha
maximum force: 1.19 eV Å⁻¹
HOMO-LUMO gap: 4.4063 eV

---

No. 2
Molecular formula: C21H19Br3CuF12NO22S2
Method: DFT, ωB97M-V/def2-TZVPD

```
81
Properties=species:S:1:pos:R:3:mulliken_spin:R:1
Br -3.571 -9.157 1.566 0.00
Br -2.083 -8.916 -1.143 0.00
Br -4.135 -6.495 -0.356 0.00
Cu 2.157 -0.102 2.389 0.00
S -0.770 0.520 -1.101 -0.09
S 1.216 2.181 -0.992 -0.01
F 3.563 1.419 -2.125 0.00
F 1.777 1.090 -3.416 0.00
F 0.128 -2.016 -1.333 0.00
F 7.145 -5.034 -4.042 0.00
F -0.709 4.050 -6.749 0.00
F 2.642 3.084 -3.046 0.00
F 4.544 -8.655 0.446 0.00
F -2.398 7.599 -1.506 0.00
F -3.910 -4.656 4.236 0.00
F -1.692 -1.798 -0.110 0.00
F -2.990 6.438 4.787 0.00
F -1.811 -1.548 -2.243 0.00
O 7.143 -2.282 -0.996 0.00
O 4.040 -6.473 0.842 0.00
O 0.423 5.239 -8.109 0.00
O -5.491 7.047 -1.003 0.00
O -1.136 -2.179 4.044 0.00
O 5.443 -2.931 -2.361 0.00
O -3.159 -2.090 5.049 0.00
O -0.928 4.034 5.992 0.00
O -4.028 8.281 -0.035 0.00
O 2.232 -6.622 2.004 0.00
O 7.061 -4.340 -2.037 0.00
O 1.390 7.206 -8.990 0.00
O 2.103 2.462 0.159 0.01
O -1.878 4.702 4.176 0.00
O 1.191 6.826 -6.709 0.00
O -0.392 3.024 4.052 0.00
O -2.014 -3.907 5.130 0.00
O 2.882 -4.567 1.455 0.00
O -1.065 0.974 -2.459 0.16
O 0.253 3.250 -1.415 -0.01
O -6.167 8.981 -0.076 0.00
O -1.693 0.989 -0.081 0.29
N 0.723 0.507 -0.530 0.64
C 6.358 -5.021 -2.978 0.00
C -3.341 -4.380 5.395 0.00
C 3.011 -5.796 1.383 0.00
C -3.828 -3.031 5.865 0.00
C -0.989 3.891 4.627 0.00
C 2.369 1.882 -2.513 0.00
C 6.596 -3.135 -1.729 0.00
C -2.070 -2.722 4.608 0.00
C 0.378 5.867 -6.045 0.00
C 1.038 6.506 -8.043 0.00
C -4.265 6.326 -1.258 0.00
C -5.254 8.204 -0.357 0.00
C -3.267 7.214 -0.584 0.00
C -0.977 -1.354 -1.213 0.00
C 4.085 -7.814 1.341 0.00
C -1.810 5.050 6.366 0.00
C 5.077 -4.124 -3.046 0.00
C 2.601 -7.960 1.731 0.00
C -2.789 -7.843 0.341 0.00
C 0.454 4.671 -6.877 0.00
C -2.695 5.210 5.162 0.00
H 1.285 4.011 -6.627 0.00
H 2.431 -8.759 2.453 0.00
H -2.721 6.618 0.148 0.00
H -4.088 6.268 -2.332 0.00
H -3.604 4.617 5.066 0.00
H 1.984 -8.387 0.941 0.00
H 4.279 -4.533 -2.427 0.00
H -2.421 4.932 7.261 0.00
H 4.781 -3.943 -4.080 0.00
H -3.416 -5.186 6.124 0.00
H 4.710 -7.802 2.234 0.00
H 0.672 5.781 -4.998 0.00
H -4.358 5.358 -0.766 0.00
H 6.194 -6.075 -2.753 0.00
H -3.570 -2.728 6.880 0.00
H -0.624 6.290 -5.977 0.00
H -1.990 -7.379 0.919 0.00
H -1.360 6.016 6.593 0.00
H -4.905 -2.874 5.804 0.00
```

Calculated values
M: 1232.74 Da
net charge: +1
spin multiplicity: 2
highest occupied orbital energy (spin up / spin down): -0.4421 / -0.4421 Ha
maximum force: 6.33 eV Å⁻¹
HOMO-LUMO gap (spin up / spin down): 5.7204 / 3.7225 eV

---

No. 3
Molecular formula: C21H19BrN2O2Ru
Method: DFT, ωB97M-V/def2-TZVPD

```
46
Properties=species:S:1:pos:R:3:mulliken_charge:R:1
Ru -2.303 0.109 0.066 0.18
Br -1.917 2.426 -0.762 0.04
O 1.586 -3.487 -0.003 -0.59
O -1.964 -1.578 -0.605 -0.80
N -0.222 0.127 -0.191 0.00
N 0.258 -1.089 -0.539 -0.46
C 1.829 3.948 0.516 0.77
C -0.953 -4.877 -2.982 -0.83
C 0.233 -5.551 -2.737 -0.51
C 2.541 3.036 1.305 -0.44
C 3.838 3.318 1.691 -0.67
C -2.824 0.944 1.979 -0.28
C -0.416 -3.334 -1.223 -0.34
C -0.066 2.489 -0.155 0.16
C 0.774 -4.010 -0.993 0.74
C 4.437 4.508 1.292 -0.42
C 1.104 -5.119 -1.745 -0.72
C -1.277 -3.764 -2.225 -0.28
C -4.454 -0.181 0.777 -0.27
C 0.476 3.696 0.051 -0.72
C 3.732 5.428 0.526 -0.61
C 0.517 1.177 -0.195 0.01
C -0.703 -2.156 -0.337 1.41
C -3.627 -1.139 1.386 -0.27
C -3.983 1.100 1.152 -0.47
C -2.589 -0.457 2.111 -0.19
C 2.430 5.159 0.151 -0.49
H 0.492 -6.421 -3.323 0.42
H 2.035 -5.643 -1.562 0.32
H 4.379 2.624 2.319 0.40
H -0.130 4.570 -0.168 0.39
H -1.798 -0.919 2.683 0.44
H 2.060 2.135 1.668 0.59
H 4.197 6.360 0.233 0.41
H 1.874 5.878 -0.438 0.37
H 2.338 -4.071 0.146 0.35
H 1.590 1.094 -0.341 0.73
H 1.228 -1.299 -0.327 0.30
H -5.289 -0.385 0.123 0.43
H -0.696 -2.484 0.714 0.25
H -4.422 2.038 0.851 0.63
H -2.204 -3.236 -2.406 0.36
H 5.452 4.726 1.596 0.41
H -1.623 -5.217 -3.759 0.42
H -3.690 -2.207 1.240 0.38
H -2.249 1.732 2.439 0.47
```

Calculated values
M: 512.37 Da
net charge: +2
spin multiplicity: 1
highest occupied orbital energy: -0.5073 Ha
maximum force: 0.36 eV Å⁻¹
HOMO-LUMO gap: 5.1416 eV